{"formula": "C43H40N3O2P2PtS2", "method": "wB97M-V/def2-TZVPD", "spin_multiplicity": 1, "orbital_gap_ev": 7.33, "energy_ev": -97298.5357, "total_charge": 1, "lumo_ha": -0.08653, "mol_weight_g_mol": 952.0, "species": ["Pt", "C", "C", "C", "C", "C", "C", "C", "S", "O", "O", "N", "C", "C", "C", "C", "C", "N", "H", "H", "H", "H", "H", "H", "H", "H", "H", "H", "H", "C", "C", "P", "C", "C", "C", "C", "C", "C", "C", "C", "C", "C", "C", "C", "P", "C", "C", "C", "C", "C", "C", "C", "C", "C", "C", "C", "C", "H", "H", "H", "H", "H", "H", "H", "H", "H", "H", "H", "H", "H", "H", "H", "H", "H", "H", "H", "H", "H", "H", "H", "H", "S", "C", "N", "C", "C", "C", "C", "H", "H", "H", "H", "H"], "xyz": [[-0.4344, 0.0431, -0.4202], [3.9906, -2.6341, 6.0758], [2.9406, -1.8696, 5.3123], [2.9230, -0.4745, 5.3411], [1.9877, 0.2477, 4.6220], [1.0521, -0.4374, 3.8497], [1.0445, -1.8225, 3.8140], [1.9845, -2.5299, 4.5506], [-0.1038, 0.4958, 2.9057], [0.6047, 1.6332, 2.3962], [-1.2909, 0.7194, 3.6893], [-0.3999, -0.4962, 1.6406], [-1.5943, -1.2072, 1.5447], [-2.3968, -1.7555, 2.5491], [-3.5311, -2.4338, 2.1644], [-3.8490, -2.5708, 0.8081], [-3.0106, -2.0041, -0.1162], [-1.9061, -1.3313, 0.2443], [4.9808, -2.4524, 5.6531], [3.8024, -3.7062, 6.0485], [4.0235, -2.3188, 7.1198], [3.6570, 0.0531, 5.9395], [1.9828, 1.3293, 4.6451], [0.3240, -2.3509, 3.2042], [1.9726, -3.6139, 4.5316], [-2.1377, -1.6169, 3.5879], [-4.1826, -2.8569, 2.9186], [-4.7260, -3.1107, 0.4822], [-3.1936, -2.0925, -1.1802], [2.1073, 1.2980, -2.1309], [1.0001, 1.2450, -3.1627], [-0.1539, -0.0520, -2.6436], [-1.6038, 0.1266, -3.7119], [-2.1017, -0.9214, -4.4818], [-3.2530, -0.7402, -5.2416], [-3.9154, 0.4782, -5.2254], [-3.4370, 1.5226, -4.4403], [-2.2899, 1.3459, -3.6790], [0.6665, -1.5921, -3.1618], [1.1740, -1.6961, -4.4606], [1.7823, -2.8643, -4.8891], [1.8820, -3.9488, -4.0255], [1.3817, -3.8552, -2.7357], [0.7774, -2.6806, -2.3028], [1.4249, 1.3166, -0.4130], [1.3017, 3.0804, -0.0580], [1.9448, 3.6440, 1.0412], [1.8279, 5.0022, 1.2884], [1.0536, 5.7999, 0.4579], [0.3977, 5.2420, -0.6297], [0.5200, 3.8850, -0.8868], [2.8575, 0.6031, 0.4377], [2.8027, -0.6934, 0.9390], [3.9458, -1.2845, 1.4627], [5.1453, -0.5893, 1.4751], [5.2074, 0.7016, 0.9628], [4.0694, 1.2976, 0.4418], [2.7493, 2.1676, -2.2775], [2.7364, 0.4082, -2.1918], [1.3699, 1.0342, -4.1661], [0.4512, 2.1840, -3.2177], [-1.5915, -1.8760, -4.4978], [-3.6282, -1.5539, -5.8489], [-4.8078, 0.6162, -5.8226], [-3.9546, 2.4736, -4.4235], [-1.9344, 2.1543, -3.0488], [1.0884, -0.8648, -5.1513], [2.1745, -2.9308, -5.8960], [2.3479, -4.8659, -4.3625], [1.4615, -4.6969, -2.0605], [0.3956, -2.6058, -1.2915], [2.5222, 3.0219, 1.7093], [2.3354, 5.4364, 2.1394], [0.9533, 6.8575, 0.6650], [-0.2143, 5.8591, -1.2741], [-0.0194, 3.4576, -1.7194], [1.8704, -1.2405, 0.9103], [3.8936, -2.2898, 1.8619], [6.0387, -1.0556, 1.8711], [6.1440, 1.2439, 0.9632], [4.1305, 2.3020, 0.0391], [-2.0929, 2.2359, -0.1112], [-3.5746, 1.4568, 0.1265], [-4.3007, 1.0105, -0.9378], [-5.5248, 0.4198, -0.8627], [-6.1074, 0.2203, 0.3414], [-5.3951, 0.6302, 1.4935], [-4.1777, 1.2356, 1.3949], [-3.8636, 1.1389, -1.8451], [-5.9763, 0.1401, -1.8037], [-7.0828, -0.2377, 0.4058], [-5.8274, 0.4626, 2.4726], [-3.6187, 1.5440, 2.2683]], "atomic_forces_ev_per_a": [[0.944, 0.039, 0.370], [-0.048, 0.075, -0.005], [0.100, -0.005, 0.050], [0.011, 0.021, 0.033], [-0.103, -0.149, -0.084], [0.208, -0.053, 0.160], [0.049, 0.026, 0.107], [-0.066, -0.028, -0.014], [-0.198, -0.252, 0.209], [0.111, 0.124, -0.127], [0.031, -0.115, -0.114], [-1.050, 0.131, -0.115], [0.430, 0.228, 0.323], [-0.026, -0.023, 0.022], [-0.006, -0.017, -0.092], [-0.002, -0.036, 0.187], [0.228, 0.069, -0.303], [-0.443, -0.291, -0.117], [-0.013, -0.008, -0.003], [-0.007, 0.007, -0.004], [-0.016, -0.006, -0.021], [-0.010, -0.008, -0.022], [0.016, 0.000, -0.026], [0.011, -0.023, -0.010], [0.017, 0.029, -0.029], [-0.001, 0.012, -0.016], [0.024, -0.027, -0.010], [0.005, 0.001, 0.021], [0.004, 0.073, -0.013], [0.128, 0.176, -0.038], [-0.037, 0.131, -0.237], [-0.095, -0.475, 0.114], [-0.196, -0.029, 0.127], [-0.043, 0.064, -0.030], [0.028, 0.000, 0.046], [-0.039, -0.025, 0.018], [0.052, -0.051, 0.027], [0.046, 0.031, -0.146], [-0.098, 0.050, -0.202], [0.006, 0.007, -0.010], [-0.016, 0.011, 0.023], [-0.018, 0.015, 0.023], [-0.013, 0.028, -0.015], [-0.005, -0.012, 0.039], [0.540, -0.197, -0.720], [-0.115, 0.048, 0.280], [0.021, 0.105, -0.085], [0.004, -0.002, -0.025], [-0.006, 0.020, -0.002], [0.043, -0.048, -0.002], [0.134, 0.061, 0.063], [-0.089, 0.096, 0.175], [0.072, 0.020, -0.014], [-0.013, 0.030, 0.001], [-0.011, 0.010, -0.018], [-0.034, -0.018, -0.012], [0.019, -0.046, 0.045], [0.025, -0.008, 0.032], [-0.026, -0.056, -0.048], [0.049, 0.015, -0.001], [-0.021, 0.029, 0.002], [0.007, 0.005, -0.014], [0.007, 0.014, 0.013], [0.022, 0.002, -0.002], [0.014, 0.002, -0.009], [-0.013, -0.028, -0.015], [-0.019, -0.025, 0.002], [-0.015, 0.001, 0.025], [0.009, 0.019, 0.021], [0.001, 0.002, 0.001], [-0.006, 0.028, 0.005], [-0.034, 0.023, 0.011], [-0.016, 0.000, 0.010], [0.009, -0.006, -0.012], [-0.008, -0.009, 0.013], [-0.048, -0.001, -0.015], [-0.030, 0.017, 0.043], [0.001, 0.017, -0.013], [-0.021, 0.018, 0.022], [-0.008, -0.010, 0.004], [-0.008, -0.027, 0.009], [-0.419, 0.109, 0.109], [-0.130, 0.099, 0.080], [0.000, -0.119, -0.080], [0.182, 0.133, -0.133], [-0.023, 0.004, 0.163], [-0.111, -0.019, 0.026], [0.213, -0.077, -0.016], [-0.091, 0.010, 0.006], [0.037, 0.010, -0.018], [0.022, -0.001, 0.017], [0.003, 0.021, -0.017], [-0.018, 0.014, 0.000]]}